Below is a cluster of 3 separate species, C3H7N2S in total in a non-equilibrium geometry, with properties calculated with ωB97M-V/def2-TZVPD.

```
13
Properties=species:S:1:pos:R:3:mulliken_spin:R:1
C 3.26092 -0.38597 1.23737 0.002
C 3.46358 0.01655 0.14320 0.004
C 0.85058 -0.23398 -1.88589 0.844
N -0.00725 -0.76365 -1.30964 0.213
N -2.89514 0.56093 0.60148 0.007
S -1.18311 -1.55737 -0.68066 0.860
H 2.90828 -0.84816 2.07300 0.001
H 3.86594 0.59840 -0.60032 -0.002
H 1.58472 0.52726 -1.93487 0.068
H -2.27094 -0.24839 0.14685 0.005
H -2.94595 0.52620 1.69784 -0.002
H -3.85703 0.35184 0.41682 0.002
H -2.77460 1.45633 0.09482 0.000
```

Results
Charge: +1
LUMO energy (alpha / beta): -3.9 / -6.9 eV
2S+1: 3
Relative energy (zero: lowest compared OMol25 entry of this formula, charge and spin): 494.90 kJ/mol

=====

Below is a cluster of 2 separate species, C3H7N2S in total in a non-equilibrium geometry, with properties calculated with ωB97M-V/def2-TZVPD.

```
13
Properties=species:S:1:pos:R:3:mulliken_spin:R:1
C -1.44406 0.57607 0.06119 -0.002
C 2.70306 -0.84233 -0.58971 0.195
C 1.74949 -0.01860 0.19348 1.064
N -2.75470 0.90241 0.03079 0.003
N -0.87322 -0.40734 0.70121 0.174
S 3.13724 0.64891 0.31414 0.484
H 3.08857 -1.74728 -0.18389 0.013
H 2.67649 -0.74740 -1.71553 0.012
H -0.80306 1.16509 -0.43844 -0.015
H -3.19605 1.48940 -0.66447 0.000
H -3.40875 0.26474 0.35852 0.000
H 0.36627 -0.31446 0.57399 0.076
H -1.24126 -0.96921 1.35873 -0.002
```

Results
Charge: +1
LUMO energy (alpha / beta): -3.3 / -7.2 eV
2S+1: 3
Relative energy (zero: lowest compared OMol25 entry of this formula, charge and spin): 285.97 kJ/mol

=====

Below is a cluster of 2 separate species, C3H7N3 in total in a non-equilibrium geometry, with properties calculated with ωB97M-V/def2-TZVPD.

```
13
Properties=species:S:1:pos:R:3:nbo_charge:R:1
C -1.78293 -0.35856 -0.02666 -0.436
C -0.87250 0.67427 0.50598 -0.432
C -0.15879 -0.42044 -0.32114 -0.044
N 2.46709 0.72863 -0.52845 -0.312
N 2.78350 -0.07661 0.26371 0.075
N 0.56053 -1.39611 0.18720 -0.598
H -2.29347 -1.30545 0.29326 0.236
H -2.45144 -0.06028 -0.90312 0.206
H -1.08507 1.67497 0.07043 0.225
H -0.56349 0.64323 1.54780 0.216
H 0.06339 -0.11616 -1.26301 0.181
H 2.90946 1.57939 -1.01087 0.361
H 0.42370 -1.56690 1.18486 0.321
```

Results
Charge: 0
LUMO energy (alpha / beta): -0.8 / -2.1 eV
Relative energy (zero: lowest compared OMol25 entry of this formula, charge and spin): 732.92 kJ/mol

=====

Below is a cluster of 2 separate species, C3H7N3 in total in a non-equilibrium geometry, with properties calculated with ωB97M-V/def2-TZVPD.

```
13
Properties=species:S:1:pos:R:3:nbo_charge:R:1
H 3.61239 0.61969 1.71102 0.315
N 2.95914 0.59777 2.47731 -0.743
C 1.74780 0.31653 2.16891 0.287
N 1.17369 0.09593 0.99918 -0.810
H 1.08296 0.31494 3.04169 0.146
H 1.77446 -0.29830 0.30678 0.371
H 0.27676 -0.36204 1.02825 0.417
C -2.42812 -0.17201 -2.32644 -0.728
C -1.42845 -0.26188 -1.29707 0.354
N -0.73495 -0.37694 -0.36593 -0.393
H -2.37469 -1.06305 -2.96211 0.260
H -3.42092 -0.13129 -1.87191 0.263
H -2.24007 0.72066 -2.90968 0.259
```

Results
Charge: 0
LUMO energy: 0.4 eV
SMILES string: [H]/N=C\N.CC#N
Relative energy (zero: lowest compared OMol25 entry of this formula, charge and spin): 102.55 kJ/mol

=====

Below is a structure of composition C3H7N3 in a non-equilibrium geometry, with properties calculated with ωB97M-V/def2-TZVPD.

```
13
Properties=species:S:1:pos:R:3:nbo_charge:R:1
C 1.08702 0.35919 -0.17755 0.246
C 0.33672 -1.27196 0.67328 -0.422
N -0.04164 0.06569 0.53056 -0.482
N 1.02679 0.78953 -1.48446 -0.835
C -1.32220 0.62554 0.46651 0.275
N -2.38840 0.06176 0.83464 -0.658
H 2.03214 0.44480 0.33951 0.200
H 1.80197 1.31325 -1.86037 0.405
H 0.24455 0.48897 -2.04798 0.402
H -2.22069 -0.93013 1.03408 0.339
H 0.35407 -1.95418 -0.16200 0.178
H 0.40070 -1.66734 1.67824 0.185
H -1.31103 1.67487 0.17555 0.168
```

Results
Charge: 0
LUMO energy: 0.8 eV
Relative energy (zero: lowest compared OMol25 entry of this formula, charge and spin): 286.08 kJ/mol

=====

Below is an isolated molecule of C3H7N3O in a non-equilibrium geometry, with properties calculated with ωB97M-V/def2-TZVPD.

```
14
Properties=species:S:1:pos:R:3:nbo_charge:R:1
C 1.32967 1.16833 -0.46356 -0.458
N 1.34838 -0.20705 -0.02381 -0.453
C 0.26512 -0.86239 0.10931 0.320
N 0.32131 -2.21251 0.39284 -0.796
C -1.16997 -0.31174 0.08770 0.612
N -1.32935 1.07759 0.05828 -0.855
O -2.11588 -1.03539 0.33171 -0.560
H 2.33879 1.58063 -0.37539 0.204
H 0.56886 1.73820 0.10196 0.216
H 1.04853 1.24095 -1.52590 0.177
H -0.47072 -2.60716 0.87718 0.400
H 1.23063 -2.49421 0.73610 0.394
H -1.17539 1.57080 -0.81148 0.399
H -2.18999 1.35395 0.50506 0.398
```

Results
Charge: 0
LUMO energy: 0.5 eV
SMILES string: C/N=C(/N)C(N)=O
Relative energy (zero: lowest compared OMol25 entry of this formula, charge and spin): 100.44 kJ/mol

=====

Below is a structure of composition C3H7N3O, with properties calculated with ωB97M-V/def2-TZVPD.

```
14
Properties=species:S:1:pos:R:3:nbo_charge:R:1
C -0.68600 0.51523 1.66312 -0.438
N 0.51998 0.27008 0.88661 -0.467
C -0.27897 1.09103 -2.06148 0.326
O -1.07007 0.12792 -1.46623 -0.542
N 0.83031 0.31734 -1.93140 -0.672
C 0.10569 -0.69778 -1.21446 0.373
N 0.49002 -0.91057 0.12494 -0.475
H -1.54846 0.45453 0.99546 0.220
H -0.63953 1.53131 2.06551 0.212
H -0.82715 -0.19020 2.50032 0.164
H 1.33971 0.23126 1.48037 0.355
H 1.79950 0.58843 -1.87923 0.411
H 0.01153 -1.66570 -1.71830 0.183
H -0.04657 -1.66289 0.55477 0.351
```

Results
Charge: 0
LUMO energy: 0.9 eV
Relative energy (zero: lowest compared OMol25 entry of this formula, charge and spin): 403.09 kJ/mol

=====

Below is an isolated molecule of C3H7N3O in a non-equilibrium geometry, with properties calculated with ωB97M-V/def2-TZVPD.

```
14
Properties=species:S:1:pos:R:3:nbo_charge:R:1
H -3.85852 0.23582 -0.81566 0.347
N -2.94875 0.67946 -0.70808 -0.682
C -2.08673 -0.18986 -0.37947 0.278
N -0.76085 0.16944 -0.17652 -0.649
C 0.14657 -0.80165 0.17729 0.779
O -0.17166 -1.98057 0.32794 -0.683
N 1.45055 -0.52084 0.38508 -0.640
C 2.16451 0.74347 0.29119 -0.422
H -2.24088 -1.25878 -0.22001 0.198
H -0.51573 1.14148 -0.30235 0.413
H 1.71148 -1.48863 0.62758 0.437
H 1.80748 1.48094 1.02659 0.198
H 2.07149 1.19623 -0.70833 0.199
H 3.23103 0.59348 0.47475 0.227
```

Results
Charge: 0
LUMO energy: 0.7 eV
SMILES string: [H]/N=C/NC(=O)NC
Relative energy (zero: lowest compared OMol25 entry of this formula, charge and spin): 54.22 kJ/mol

=====

no.,DFT total energy (eV)
1,-17025.2115
2,-17027.3770
3,-7687.0832
4,-7693.6164
5,-7691.7143
6,-9741.9924
7,-9738.8556
8,-9742.4714